The following is a quantum chemistry calculation of a molecular structure, C13H18AlClIN2O2P in a non-equilibrium geometry, from the Open Molecules 2025 dataset.

Last column: Mulliken charge in e.
Element x y z (Å)
1 C -1.690 0.417 -3.315  -1.303
2 C -0.217 0.538 -3.115  0.405
3 H -1.986 1.089 -4.117  0.464
4 H -2.265 0.720 -2.442  0.275
5 H -1.914 -0.632 -3.520  0.337
6 O 0.630 0.119 -3.931  -0.413
7 I 3.670 -1.677 -0.883  -0.102
8 Al 1.404 -0.792 -1.438  0.246
9 P -0.711 2.143 -0.756  1.244
10 C 0.038 3.075 0.583  -1.416
11 C -1.308 3.330 -1.924  -1.290
12 H -1.735 -0.014 -0.313  0.536
13 H -2.935 1.337 -0.384  0.525
14 H -1.895 1.095 1.064  0.440
15 C -1.937 1.026 -0.026  -1.540
16 H -1.793 2.838 -2.764  0.503
17 H -2.010 3.957 -1.376  0.483
18 H -0.666 3.900 0.730  0.486
19 H 1.019 3.450 0.270  0.440
20 H -0.430 3.881 -2.284  0.447
21 H 0.089 2.490 1.510  0.419
22 C 0.362 1.142 -1.842  1.068
23 O 1.625 1.127 -1.705  -0.452
24 Cl 0.026 -2.327 -2.168  -0.259
25 N 1.244 -0.216 2.630  -0.042
26 C 1.324 0.150 1.336  -0.763
27 N 0.883 -0.847 0.563  0.371
28 C 0.578 -1.917 1.403  0.430
29 C 0.425 -3.249 1.088  -0.721
30 C 0.687 -4.191 2.082  -0.657
31 C 0.979 -3.841 3.408  -0.523
32 C 1.033 -2.483 3.754  -0.887
33 C 0.855 -1.555 2.720  0.701
34 H 1.552 0.348 3.403  0.232
35 H 1.747 1.088 1.014  0.777
36 H 0.200 -3.478 0.055  0.323
37 H 0.652 -5.233 1.789  0.407
38 H 1.200 -4.634 4.129  0.409
39 H 1.269 -2.172 4.774  0.403

Properties
Energy = -2107.35303 Ha
Molar mass = 454.6 g mol⁻¹
Energy above the lowest of the compared OMol25 structures with the same formula, charge and spin = 161.0 kJ/mol
Gap between HOMO and LUMO (alpha / beta) = 4.062 / 4.065 eV
Charge = +2